No. 1
{"formula": "C32H42NO5Os", "method": "the ωB97M-V functional and the def2-TZVPD basis", "s_squared": 6.02, "spin_multiplicity": 5, "orbital_gap_ev": [3.3, 5.2], "homo_energy_ev": [-1.4, -3.3], "total_energy_ha": -1765.9098, "charge": -1, "lumo_energy_ha": [0.071, 0.071], "symbols": ["C", "C", "C", "C", "H", "H", "C", "H", "H", "C", "H", "H", "C", "C", "C", "O", "O", "O", "O", "C", "H", "H", "H", "C", "H", "H", "H", "O", "H", "H", "C", "C", "H", "H", "H", "H", "H", "H", "Os", "C", "C", "C", "H", "C", "C", "H", "H", "H", "H", "C", "C", "C", "H", "C", "C", "H", "H", "H", "H", "C", "N", "C", "C", "C", "C", "C", "C", "C", "C", "H", "H", "H", "H", "H", "H", "H", "H", "H", "H", "H", "H"], "coordinates": [[3.4738, 0.7086, -4.0293], [3.2975, 0.6256, -2.5022], [2.1697, 0.0463, -4.5424], [1.8243, -1.0400, -3.5229], [2.3016, -0.3399, -5.5470], [1.4008, 0.8144, -4.5759], [2.6714, -0.7431, -2.2657], [2.6171, 1.4231, -2.2078], [4.2218, 0.7706, -1.9490], [1.6806, -0.8638, -1.1086], [3.4530, -1.4942, -2.1701], [2.1098, -2.0071, -3.9255], [0.3737, -1.1499, -2.9967], [3.5030, 2.1278, -4.5598], [4.6838, -0.1277, -4.4615], [4.6488, -0.8886, -5.3962], [3.1117, 3.1102, -3.9734], [3.9544, 2.1425, -5.8315], [5.8159, -0.1005, -3.7157], [6.7994, 0.9363, -3.7933], [6.8520, 1.5448, -2.8958], [6.6084, 1.5713, -4.6559], [7.7478, 0.4272, -3.9298], [4.2815, 3.4372, -6.3655], [3.4177, 4.0955, -6.3217], [4.5753, 3.2621, -7.3937], [5.0978, 3.8870, -5.8058], [0.5581, -1.5665, -1.6245], [1.3889, 0.1271, -0.7383], [2.0611, -1.4354, -0.2649], [-0.4083, -2.2480, -3.6859], [-0.4126, 0.1553, -3.0196], [-0.6969, 0.4342, -4.0330], [0.1414, 0.9877, -2.5900], [-1.3247, 0.0256, -2.4413], [-1.4347, -2.2809, -3.3249], [0.0521, -3.2153, -3.4970], [-0.4304, -2.0803, -4.7619], [-0.7821, 0.8380, 2.4172], [-0.9161, -0.7781, 4.1111], [-0.2473, -1.3685, 3.0151], [0.9757, -0.6924, 2.8259], [-0.6321, -2.1545, 2.3920], [1.0726, 0.3087, 3.8104], [-0.0894, 0.2499, 4.6082], [-0.3228, 0.8973, 5.4355], [-1.8775, -1.0670, 4.5012], [1.6888, -0.8845, 2.0419], [1.8791, 1.0148, 3.9166], [-2.2979, 2.6220, 1.9726], [-1.9271, 2.6843, 3.3307], [-0.5432, 2.9644, 3.3831], [-2.5812, 2.5497, 4.1758], [-0.0538, 3.0391, 2.0596], [-1.1493, 2.8416, 1.1922], [-1.1033, 2.7865, 0.1189], [-3.2738, 2.3722, 1.5930], [0.0437, 3.0828, 4.2765], [0.9640, 3.2346, 1.7670], [-2.6821, -3.7603, 2.6259], [-3.9780, -3.0815, 2.5161], [-4.6292, -3.2115, 3.8576], [-3.8909, -1.7135, 1.8313], [-4.1189, -0.5879, 2.7938], [-5.4317, -0.5773, 3.3691], [-5.7066, 0.0340, 4.5771], [-4.6595, 0.5609, 5.2731], [-3.4170, 0.6451, 4.6688], [-3.0910, 0.2969, 3.2816], [-2.8317, -4.8304, 2.8930], [-2.0827, -3.3230, 3.4511], [-2.1428, -3.7458, 1.6593], [-4.1460, -2.5498, 4.6141], [-5.7213, -3.0490, 3.8187], [-4.5413, -4.2441, 4.2654], [-2.8982, -1.5856, 1.3502], [-4.6574, -1.6601, 1.0290], [-6.2334, -1.1586, 2.9303], [-6.6834, -0.0355, 5.0398], [-4.8028, 0.9190, 6.2844], [-2.6677, 1.0378, 5.3502]], "forces_ev_per_angstrom": [[-0.07, -0.30, 0.66], [-0.04, 0.30, -0.02], [-0.06, 0.08, -0.15], [0.03, 0.00, 0.07], [0.03, -0.02, -0.11], [-0.08, 0.09, 0.03], [-0.02, -0.08, -0.04], [-0.11, 0.04, 0.05], [0.12, 0.05, -0.05], [-0.11, 0.12, 0.13], [0.12, -0.07, 0.02], [-0.02, -0.19, -0.06], [0.06, -0.09, 0.38], [-0.05, 0.49, 0.11], [0.16, -0.47, -1.44], [-0.26, 0.37, 0.50], [0.45, -0.62, -0.37], [0.45, 0.24, 0.19], [0.10, 0.20, 0.85], [-0.28, -0.19, -0.46], [-0.28, -0.02, 0.22], [0.04, 0.10, -0.08], [0.15, 0.07, -0.04], [-0.42, -0.14, 0.02], [-0.03, 0.03, -0.01], [0.03, -0.01, -0.05], [0.06, -0.02, 0.09], [0.06, 0.08, -0.41], [-0.06, -0.04, 0.04], [-0.01, -0.01, 0.02], [-0.06, -0.04, -0.04], [0.00, 0.03, -0.01], [0.00, 0.00, -0.12], [0.08, 0.06, 0.08], [-0.03, -0.03, 0.08], [-0.05, 0.00, 0.06], [0.08, -0.05, 0.03], [-0.01, 0.05, -0.11], [-1.90, -1.31, -1.59], [0.81, -1.32, 1.24], [-0.51, -0.24, -0.04], [0.77, 0.20, -0.57], [0.05, -0.08, -0.03], [0.88, -0.07, 0.54], [0.06, -0.51, 1.00], [-0.02, 0.04, 0.07], [0.47, -0.15, 0.00], [0.12, -0.09, 0.06], [0.06, 0.06, 0.00], [-0.66, 0.41, -0.04], [-0.01, 1.65, 0.45], [-0.04, 1.01, 0.20], [0.23, 0.30, -0.29], [0.55, 0.91, -0.10], [0.42, -0.23, -0.50], [0.03, 0.11, -0.16], [-0.06, 0.02, 0.02], [0.07, 0.00, 0.08], [0.07, 0.02, -0.04], [-0.16, -0.15, 0.05], [0.08, -0.54, 0.19], [0.09, 0.13, -0.22], [-0.05, -0.21, -0.13], [-0.58, 1.12, 1.06], [0.63, 0.26, -0.11], [-0.91, -0.62, -0.61], [0.95, 0.34, 0.17], [-0.05, 0.42, -1.06], [-1.93, -2.08, 1.54], [-0.07, 0.57, -0.22], [0.14, -0.15, -0.47], [-0.16, 0.19, 0.55], [-0.49, -0.19, -0.31], [0.66, 0.27, -0.01], [0.33, 0.42, -0.72], [-0.48, -0.33, 0.33], [0.31, -0.34, 0.34], [0.06, -0.02, -0.36], [-0.16, 0.05, -0.18], [0.11, 0.00, 0.14], [0.40, 0.13, -0.36]], "lowdin_spin": [0.00, 0.00, 0.00, 0.00, 0.00, 0.00, 0.00, 0.00, 0.00, 0.00, 0.00, 0.00, 0.00, 0.00, 0.00, 0.00, 0.00, 0.00, 0.00, 0.00, 0.00, 0.00, 0.00, 0.00, 0.00, 0.00, 0.00, 0.00, 0.00, 0.00, 0.00, 0.00, 0.00, 0.00, 0.00, 0.00, 0.00, 0.00, 2.67, 0.11, 0.08, 0.05, 0.01, 0.13, 0.11, 0.01, 0.00, 0.00, 0.01, 0.10, 0.12, 0.11, 0.01, 0.09, 0.07, 0.01, 0.01, 0.01, 0.01, 0.00, 0.00, 0.00, 0.01, 0.02, 0.01, 0.00, 0.01, 0.01, 0.21, 0.00, 0.00, 0.00, 0.00, 0.00, 0.00, 0.01, 0.00, 0.00, 0.00, 0.00, 0.00]}

---

No. 2
{"formula": "C32H43BF4N5O3S3V", "method": "the ωB97M-V functional and the def2-TZVPD basis", "s_squared": 0.79, "spin_multiplicity": 2, "orbital_gap_ev": [7.2, 8.0], "homo_energy_ev": [-10.4, -10.5], "total_energy_ha": -4307.4722, "charge": 1, "lumo_energy_ha": [-0.120, -0.092], "symbols": ["V", "C", "N", "C", "C", "C", "N", "C", "C", "F", "C", "F", "C", "C", "F", "C", "F", "H", "H", "H", "H", "H", "H", "H", "H", "H", "H", "H", "S", "C", "C", "C", "C", "C", "N", "H", "H", "H", "H", "O", "S", "C", "C", "C", "C", "H", "H", "H", "H", "H", "H", "H", "H", "N", "C", "S", "N", "C", "C", "C", "C", "C", "C", "H", "H", "H", "H", "H", "H", "H", "H", "C", "C", "C", "O", "B", "O", "C", "C", "C", "H", "H", "H", "H", "H", "H", "H", "H", "H", "H", "H", "H"], "coordinates": [[1.4515, -0.9067, 0.2977], [2.7022, -3.5790, 1.4529], [3.0511, -2.4689, 0.5369], [4.4370, -2.0721, 0.8549], [2.9782, -2.9453, -0.8602], [1.5430, -3.3325, -1.1814], [0.6512, -2.4789, -0.4015], [-0.7104, -2.6991, -0.4847], [-1.5154, -1.8812, 0.2993], [-0.8422, -0.9206, 0.9813], [-2.8824, -1.9576, 0.3514], [-3.5607, -1.1212, 1.1515], [-3.5516, -2.8849, -0.4196], [-2.7870, -3.6922, -1.2363], [-3.3874, -4.5925, -2.0170], [-1.4043, -3.6096, -1.2883], [-0.7642, -4.4307, -2.1360], [3.3223, -4.4496, 1.2169], [1.6504, -3.8326, 1.3732], [2.8974, -3.2732, 2.4774], [5.0791, -2.9578, 0.8571], [4.4606, -1.6053, 1.8385], [4.8153, -1.3626, 0.1275], [3.6505, -3.7962, -1.0143], [3.3160, -2.1310, -1.5045], [1.3560, -4.3789, -0.9326], [1.3716, -3.2148, -2.2539], [-4.6276, -2.9715, -0.3981], [3.1798, 0.4861, -0.4672], [2.0982, 1.6719, 0.2169], [2.3628, 3.0155, 0.4534], [1.3751, 3.7672, 1.0575], [0.1710, 3.1712, 1.4265], [-0.0093, 1.8305, 1.1743], [0.9333, 1.1064, 0.5570], [3.3174, 3.4376, 0.1749], [1.5416, 4.8188, 1.2531], [-0.6127, 3.7408, 1.9043], [-0.9231, 1.3185, 1.4324], [0.5647, -0.3906, -1.9736], [0.6164, -0.3805, -3.4758], [0.3994, 1.3305, -4.0280], [-0.5166, 1.2487, -5.2361], [-1.6666, 0.3392, -4.8013], [-1.0398, -0.8627, -4.0922], [1.3785, 1.7663, -4.2186], [-0.0873, 1.8329, -3.1874], [0.0154, 0.8245, -6.0922], [-0.8680, 2.2393, -5.5227], [-2.2787, 0.0213, -5.6443], [-2.3010, 0.8808, -4.0979], [-0.8885, -1.7142, -4.7550], [-1.5889, -1.1898, -3.2073], [-4.3458, 1.8349, -0.0381], [-3.5036, 2.0692, -1.0680], [-2.1787, 1.0814, -1.3319], [-3.8246, 3.1435, -1.8275], [-3.0379, 3.7034, -2.8747], [-3.6294, 3.9316, -4.1082], [-2.9035, 4.5440, -5.1211], [-1.5880, 4.9225, -4.9018], [-1.0026, 4.6942, -3.6621], [-1.7236, 4.0900, -2.6449], [-4.2592, 0.9439, 0.4193], [-5.2230, 2.3220, 0.0458], [-4.7488, 3.5324, -1.7213], [-4.6547, 3.6256, -4.2769], [-3.3703, 4.7242, -6.0801], [-1.0230, 5.4044, -5.6889], [0.0191, 5.0031, -3.4797], [-1.2806, 3.9258, -1.6727], [1.4527, -2.6987, 5.3884], [0.7952, -1.5686, 4.6140], [-0.6630, -1.4468, 5.0280], [0.7949, -1.9613, 3.2085], [1.3938, -0.9844, 2.4733], [1.8799, 0.0480, 3.2194], [1.5975, -0.2037, 4.6271], [2.9376, -0.2661, 5.3417], [0.8048, 0.9913, 5.1315], [0.8943, -3.6172, 5.2099], [1.4410, -2.4969, 6.4600], [2.4840, -2.8602, 5.0797], [-1.1384, -2.4230, 4.9352], [-1.2008, -0.7477, 4.3886], [-0.7552, -1.1186, 6.0633], [3.5905, -1.0198, 4.9033], [2.8111, -0.4881, 6.4015], [3.4319, 0.7006, 5.2510], [-0.1239, 1.1210, 4.5784], [1.4067, 1.8901, 4.9994], [0.5703, 0.8898, 6.1917]], "forces_ev_per_angstrom": [[-0.19, -0.41, -0.05], [-0.01, 0.00, 0.05], [-0.01, 0.07, -0.15], [0.00, -0.02, 0.04], [0.04, 0.00, -0.04], [-0.07, -0.03, -0.05], [0.01, -0.24, 0.12], [0.00, 0.12, -0.06], [0.01, 0.08, -0.03], [-0.05, 0.01, 0.01], [0.01, -0.04, 0.01], [0.00, 0.06, 0.00], [0.00, 0.01, 0.00], [-0.01, 0.00, 0.01], [0.01, -0.01, -0.02], [0.03, -0.08, 0.04], [0.02, -0.02, -0.01], [0.01, 0.00, 0.00], [0.01, 0.00, 0.00], [0.00, 0.00, -0.01], [-0.01, -0.01, 0.01], [-0.01, 0.02, -0.01], [0.01, -0.02, -0.02], [0.01, 0.01, 0.01], [-0.03, 0.00, -0.01], [0.05, -0.02, 0.00], [0.00, -0.02, 0.01], [0.00, 0.00, 0.00], [0.13, 0.05, 0.20], [-0.05, -0.01, -0.08], [-0.03, 0.02, -0.02], [0.01, 0.01, -0.01], [-0.01, 0.03, 0.00], [0.03, -0.03, -0.11], [0.06, 0.13, 0.20], [0.01, -0.01, 0.00], [0.00, 0.00, 0.00], [-0.01, -0.01, 0.01], [-0.02, -0.02, 0.03], [-0.11, 0.16, 0.21], [0.02, 0.05, -0.11], [0.05, 0.01, 0.06], [-0.03, 0.01, -0.03], [-0.02, 0.00, -0.01], [0.02, -0.01, 0.03], [0.00, 0.00, 0.00], [0.03, -0.01, -0.03], [-0.01, 0.00, -0.01], [0.00, 0.01, 0.00], [0.00, -0.01, -0.02], [0.03, -0.04, -0.05], [0.00, 0.00, -0.01], [0.00, 0.00, -0.01], [-0.12, -0.07, -0.05], [0.00, 0.01, -0.07], [-0.03, 0.12, 0.08], [0.05, -0.03, -0.02], [-0.03, -0.01, 0.02], [0.01, -0.05, -0.03], [-0.01, 0.01, 0.01], [0.01, 0.02, 0.00], [0.01, -0.02, 0.00], [-0.01, 0.05, -0.01], [0.02, -0.03, 0.06], [0.01, 0.03, 0.03], [0.02, 0.05, 0.04], [0.00, 0.00, 0.00], [0.00, 0.00, 0.00], [0.00, 0.00, 0.00], [-0.01, -0.01, -0.01], [0.02, -0.02, 0.03], [-0.02, 0.01, 0.02], [0.00, -0.01, 0.00], [0.00, 0.01, -0.02], [-0.01, 0.01, 0.01], [0.16, 0.25, -0.21], [-0.02, -0.03, 0.05], [0.00, 0.00, -0.01], [0.01, -0.01, -0.01], [0.01, -0.01, 0.01], [0.00, 0.00, 0.00], [0.01, 0.00, 0.00], [0.00, -0.01, -0.01], [0.00, 0.00, 0.00], [0.00, 0.00, 0.00], [0.00, 0.00, 0.00], [0.00, 0.00, 0.00], [0.00, 0.00, 0.00], [0.00, 0.00, -0.01], [0.00, 0.00, 0.00], [0.00, 0.00, 0.00], [0.00, 0.00, 0.00]], "lowdin_spin": [1.16, 0.00, -0.01, 0.00, 0.01, 0.00, -0.05, 0.00, 0.00, 0.00, 0.00, 0.00, -0.01, 0.00, 0.00, -0.01, 0.00, 0.00, 0.00, 0.00, 0.00, 0.00, 0.00, 0.00, 0.00, 0.00, 0.00, 0.00, -0.04, 0.00, 0.00, 0.00, 0.00, 0.00, -0.01, 0.00, 0.00, 0.00, 0.00, 0.01, 0.00, 0.00, 0.00, 0.00, 0.00, 0.00, 0.00, 0.00, 0.00, 0.00, 0.00, 0.00, 0.00, 0.00, 0.00, 0.00, 0.00, 0.00, 0.00, 0.00, 0.00, 0.00, 0.00, 0.00, 0.00, 0.00, 0.00, 0.00, 0.00, 0.00, 0.00, 0.00, 0.00, 0.00, -0.01, -0.03, -0.01, 0.00, 0.00, 0.00, 0.00, 0.00, 0.00, 0.00, 0.00, 0.00, 0.00, 0.00, 0.00, 0.00, 0.00, 0.00]}